--- i ---
The following is a DFT calculation (ωB97M-V/def2-TZVPD) of a 2-piece molecular cluster, C4H13N3 overall.

Structure (XYZ):
```
20
Properties=species:S:1:pos:R:3:mulliken_charge:R:1
H 1.75842 -1.41865 -0.40118 0.2008
N -1.27155 1.24733 1.59302 -0.6724
H 3.44747 -1.13668 0.09464 0.3709
N 2.29682 0.61550 -0.16369 -0.3901
H -1.61877 1.18118 -1.20632 0.3949
H -1.75459 2.14109 1.50142 0.2458
C 2.42653 -0.74477 0.19938 -0.7154
C -0.76868 0.57815 -0.82283 -0.6759
H -2.00653 0.57221 1.34474 0.3287
N -2.19827 -1.18909 0.24269 -0.5444
H 0.30231 2.02963 0.50602 0.3791
H -2.46918 -2.16941 0.14612 0.2227
H 2.85246 0.76425 -1.00552 0.2171
H 0.15759 0.62696 -1.42576 0.3181
H 0.24044 0.19635 0.83145 0.2750
C -1.25899 -0.92249 -0.80924 -0.2325
H -1.63212 -1.07861 -1.82948 0.3658
H 2.10287 -0.88169 1.23453 0.3107
H -0.36250 -1.51189 -0.56626 0.1129
C -0.24373 1.10061 0.53628 -0.5118
```

## Properties
2S+1: 1
E_HOMO: -7.08 eV
Orbital gap: 3.42 eV

---

--- ii ---
The following is a DFT calculation (ωB97M-V/def2-TZVPD) of a 2-piece molecular cluster, C4H13N3 overall.

Structure (XYZ):
```
20
Properties=species:S:1:pos:R:3:mulliken_charge:R:1
H -3.57682 0.73484 0.75688 0.3113
C -1.93556 0.38115 -0.69789 -0.1331
H -2.35074 0.03377 -1.67024 0.3349
N 1.99139 -1.05868 0.61709 -0.7674
H -3.65087 1.93747 -0.42393 0.3652
N -1.56628 -0.75029 0.05534 -0.3741
C -2.94961 1.30814 0.07765 -1.1869
H 4.34747 0.50888 -1.13755 0.2056
H -0.31455 -1.73140 1.31434 0.3571
H 1.12277 0.75111 0.69144 0.4293
H 2.92740 0.43153 -2.07745 0.2004
H -1.10743 1.06506 -1.00133 0.1886
C -0.48693 -0.70105 0.95654 -0.3759
H 2.13792 -1.06097 1.62202 0.1968
H 2.94361 -0.18339 -0.54583 0.3454
N 3.34021 0.56958 -1.15777 -0.6674
H -2.27278 1.90665 0.69303 0.2967
C 0.88726 -0.25554 0.33080 -0.2461
H 0.79945 -0.14284 -0.74807 0.2719
H -0.68752 -0.05058 1.80928 0.2475
```

## Properties
2S+1: 1
E_HOMO: -8.00 eV
Orbital gap: 5.48 eV

---

Stability check: which of them is least stable? i.

---

--- i ---
The following is a DFT calculation (ωB97M-V/def2-TZVPD) of a 2-piece molecular cluster, C2HCl2NO overall.

Structure (XYZ):
```
7
Properties=species:S:1:pos:R:3:mulliken_charge:R:1
N 0.68083 -0.58358 -3.23287 -0.2536
H -0.37146 0.32025 0.51323 0.2641
Cl 0.49254 -2.62028 -0.23041 -0.0354
Cl 3.04734 -1.25783 -0.44049 -0.0160
O 0.37162 0.58904 -0.02458 -0.6310
C 1.49181 -1.47729 -0.99624 0.4663
C 1.05401 -0.95766 -2.21257 0.2055
```

## Properties
2S+1: 1
E_HOMO (spin up / spin down): -9.49 / -9.50 eV
Orbital gap (spin up / spin down): 6.44 / 6.46 eV

---

--- ii ---
The following is a DFT calculation (ωB97M-V/def2-TZVPD) of a 2-piece molecular cluster, C2HCl2NO overall.

Structure (XYZ):
```
7
Properties=species:S:1:pos:R:3:mulliken_charge:R:1
O -3.41906 -0.18430 -1.46444 -0.3780
H 0.53427 1.13290 -0.66825 0.2500
N -4.08436 -2.78505 0.54950 -0.2426
Cl 0.15729 1.68761 0.45432 -0.2523
C -3.98219 -0.45450 -0.41872 0.5162
C -4.24899 -1.73366 0.15819 0.2248
Cl -4.38623 0.85589 0.67163 -0.1181
```

## Properties
2S+1: 1
Structure (SMILES): N#CC(=O)Cl.Cl
E_HOMO: -11.87 eV
Orbital gap: 10.63 eV

---

--- iii ---
The following is a DFT calculation (ωB97M-V/def2-TZVPD) of a 2-piece molecular cluster, C2HCl2NO overall.

Structure (XYZ):
```
7
Properties=species:S:1:pos:R:3:mulliken_charge:R:1
C 1.62243 1.56901 2.43739 0.3759
O 1.34704 1.31330 3.55071 -0.3443
H -0.31336 -0.28150 -0.60019 0.2698
N 0.22822 0.10818 0.16621 -0.4219
Cl 3.01953 2.23743 1.78955 -0.0818
Cl -1.04520 2.47007 0.59067 -0.1009
C 0.02750 1.17972 0.70135 0.3033
```

## Properties
2S+1: 1
E_HOMO: -8.54 eV
Orbital gap: 8.01 eV

---

Stability check: which of them is least stable? i.

---

--- i ---
The following is a DFT calculation (ωB97M-V/def2-TZVPD) of C22H19MoN7O2 as an isolated structure.

Structure (XYZ):
```
51
Properties=species:S:1:pos:R:3:mulliken_charge:R:1
C -1.70050 -1.65728 4.10889 -0.8475
C 0.31770 -1.96815 -1.39591 0.6166
N -0.64346 -0.63927 2.19530 -0.0234
C 0.32982 -2.12791 -2.88183 -1.4821
H -2.41584 -2.37617 4.48069 0.4537
C 2.94367 3.25514 1.69532 -0.2368
C -1.66658 1.74772 -3.44915 -0.6422
C -2.89414 1.23022 -3.76742 -0.2982
H 0.45138 -5.08030 -0.51333 0.3528
C -0.11900 -3.05096 -0.47239 0.8710
H 4.48208 4.73108 1.50104 0.4298
H -1.06371 -0.93782 6.04237 0.4514
N 0.96077 1.10516 2.61222 -0.4348
N -1.53513 0.33017 -1.53325 0.2612
H 0.53814 0.70026 5.02987 0.5372
H -3.15172 -0.94918 -1.20885 0.4168
C -0.07191 0.04625 4.42432 -0.5053
N 0.24992 1.14440 0.30633 0.0367
N 0.16231 1.94774 -1.96428 -0.4264
H -2.08482 -2.13168 2.08562 0.3298
C -3.47178 0.25701 -2.93823 -0.8393
C -0.99783 1.31661 -2.29498 0.2373
C -1.51472 -1.51911 2.76175 -0.1316
O 2.16297 -0.52645 -1.09858 -0.5249
H -2.84797 -3.69604 0.59981 0.3827
H -4.44211 -0.16493 -3.15445 0.4597
C 1.02636 1.55032 1.42555 0.0863
C 0.68496 1.91825 -0.79376 0.0355
N 1.12203 -1.03139 -0.77261 1.0051
H 3.08349 3.09333 2.75507 0.5572
C 1.98523 2.56179 0.98293 0.2849
N -1.35194 -2.83086 -0.14166 0.1522
H -3.42082 1.57437 -4.64761 0.4665
H 4.14071 5.09702 -0.89782 0.4392
C 3.71589 4.16844 0.98532 -0.6544
H -0.59385 -2.59794 -3.21803 0.3875
H 2.38221 3.84663 -2.14214 0.5543
C 0.73509 -4.16358 0.01283 -1.3910
C -0.95172 -0.85466 4.96972 -0.3898
H 1.16815 -2.75796 -3.18837 0.3264
O -1.88723 -3.81379 0.63964 -0.4916
H 1.78363 -3.96050 -0.19267 0.4157
C 2.54413 3.68378 -1.08563 -0.4105
C 1.79086 2.77013 -0.37432 0.5314
H 0.44680 -1.15769 -3.36436 0.3725
C 0.06661 0.15919 3.03827 0.2616
H 0.58078 -4.34548 1.07630 0.4072
C 3.52081 4.37781 -0.38022 -0.6420
C -2.76561 -0.16713 -1.85338 -0.2590
H -1.18723 2.51225 -4.04320 0.5274
Mo -0.59689 -0.61881 0.03929 -0.0168
```

## Properties
2S+1: 1
E_HOMO (spin up / spin down): -14.49 / -14.49 eV
Charge: +2
Orbital gap (spin up / spin down): 6.23 / 6.21 eV

---

--- ii ---
The following is a DFT calculation (ωB97M-V/def2-TZVPD) of C22H19MoN7O2 as an isolated structure.

Structure (XYZ):
```
51
Properties=species:S:1:pos:R:3:mulliken_charge:R:1
C 0.01280 1.96795 -4.77903 -0.3204
H -0.10678 -2.77297 0.61049 0.4036
C 0.85295 0.78067 -2.85797 0.3527
H -1.82167 2.59932 1.56503 0.5302
C -1.18245 2.08275 2.26381 -0.3333
H -0.26097 2.08904 5.50321 0.4728
C 5.13149 -2.47555 -0.67570 -0.6413
H -4.26540 0.45630 -2.01546 0.4266
C -3.02118 0.04346 -0.32599 0.9210
H -2.33116 1.50642 -2.43261 0.4415
N -0.38642 1.08641 1.75610 0.2087
C 2.04599 -0.34678 -1.19737 0.3002
C 0.53160 0.83835 3.96336 -0.5212
C 0.50372 0.49757 2.60292 0.4778
Mo -0.78236 0.35454 -0.18652 0.4341
H 4.37345 -1.54602 -2.47620 0.5526
C 3.88295 -2.12630 1.37886 -0.4096
N -0.34556 0.88108 -2.20902 0.0104
H -3.92472 -0.41593 2.28230 0.3846
C 4.95893 -2.67768 0.69493 -0.6173
C -1.24231 1.98816 -4.16102 -1.1115
H 0.15860 2.40537 -5.75721 0.4579
C 1.79868 -0.62393 1.02415 -0.2930
O -0.90021 -2.45754 1.07174 -0.3982
H -5.00526 -0.56789 -0.78678 0.3830
C -0.29249 1.81777 4.45681 -0.3691
N -1.40285 -1.44390 0.33924 0.2005
N 1.92061 0.06118 -2.39764 -0.4572
H -2.10595 2.42655 -4.63904 0.4627
H 3.75537 -2.26250 2.44360 0.5585
H 5.68606 -3.26930 1.23413 0.4428
H -2.40467 -1.17478 2.85793 0.3906
C 3.15432 -1.18859 -0.73432 0.2098
C 1.04653 1.35144 -4.12551 -0.5455
H 2.02778 1.24782 -4.56292 0.5086
H -3.60882 -2.13921 2.01074 0.3840
N 1.19750 -0.08583 -0.11539 -0.0001
N 1.43584 -0.44503 2.24031 -0.3636
H -3.77681 -1.24736 -1.85922 0.3982
C 2.98255 -1.38902 0.62864 0.3739
H 1.24020 0.30925 4.58244 0.5306
N -2.56193 1.32068 -0.16960 0.4265
C -4.07310 -0.35146 -1.31220 -1.6289
C -2.52604 -0.87369 0.74177 0.7134
C -1.16120 2.46740 3.57028 -0.8173
C -3.14985 -1.14606 2.06135 -1.3742
C -1.37248 1.45662 -2.91485 -0.3029
C 4.23386 -1.71768 -1.41826 -0.2269
O -3.09377 2.35735 -0.49732 -0.5393
H 5.98873 -2.91467 -1.16765 0.4292
H -1.81408 3.26623 3.89067 0.4841
```

## Properties
2S+1: 1
E_HOMO: -14.57 eV
Charge: +2
Orbital gap: 6.47 eV

---

Stability check: which of them is least stable? ii.